# 1
Formula: C2H5N3OS
Source: OMol25
Level of theory: the ωB97M-V functional and the def2-TZVPD basis

The geometry in ORCA input format:
```
! RIJCOSX wB97M-V def2-TZVPD def2/J DEFGRID3
* xyz 0 1
C -2.7433 0.5476 -1.0565
C 1.9647 0.5973 -0.3279
N -2.4571 0.4605 0.1147
N 3.0549 -0.2731 -0.4450
N 0.9751 0.3877 0.6450
O 1.9017 1.6556 -0.9245
S -0.1871 1.5657 0.9168
H -3.7829 0.1341 -1.1215
H -2.1880 0.8280 -1.9416
H 3.1054 -1.0712 0.1832
H 3.8067 0.0763 -1.0481
H 0.8937 -0.4253 1.2583
*
```

Its HOMO energy (alpha / beta) is -8.025 / -8.026 eV. The energy above the lowest of the compared OMol25 structures with the same formula, charge and spin is 411.6 kJ/mol. The value obtained for the HOMO-LUMO gap (alpha / beta) is 6.6 / 6.6 eV.

Results of the natural (NBO) charge analysis, in e, for atoms 1 through 6: -0.17 0.76 -0.29 -0.86 -0.81 -0.62

# 2
Formula: C18H11BrCl3N4O2PtSe2
Source: OMol25
Level of theory: the ωB97M-V functional and the def2-TZVPD basis

The geometry in ORCA input format:
```
! RIJCOSX wB97M-V def2-TZVPD def2/J DEFGRID3
* xyz 1 1
Pt 0.3545 -0.5219 -0.6487
Se 2.3885 2.5261 -0.2783
Se 3.0833 1.3016 -2.1050
C 3.3816 -0.3362 -1.1561
C 4.6370 -0.9105 -1.2190
C 4.9191 -1.9992 -0.4087
C 3.9479 -2.4377 0.4719
C 2.7106 -1.8243 0.4635
N 2.4074 -0.8094 -0.3655
C 0.5187 2.5348 -0.6907
C -0.0977 3.8467 -0.6003
C -1.3919 4.0164 -0.9195
C -2.1238 2.8886 -1.4193
C -1.4329 1.5905 -1.6816
N -0.0695 1.4646 -1.0976
H 5.3819 -0.4929 -1.8809
H 5.8902 -2.4735 -0.4486
H 4.1246 -3.2618 1.1472
H 1.9178 -2.1597 1.1134
H 0.5104 4.6726 -0.2611
H -1.8807 4.9742 -0.8153
H -3.1431 2.9980 -1.7592
H -1.2853 1.5255 -2.7771
Br -2.8649 2.4425 0.8552
C -2.2845 0.3823 -1.3351
C -3.6594 0.2651 -1.4517
C -4.2580 -0.9206 -1.0541
C -3.4886 -1.9740 -0.5710
C -2.1250 -1.8052 -0.5176
N -1.5758 -0.6455 -0.8993
C -1.1162 -2.8487 -0.0716
O -1.4802 -3.9196 0.3345
O 0.1360 -2.4652 -0.2001
H -4.2630 1.0780 -1.8273
H -5.3336 -1.0172 -1.1114
H -3.9139 -2.9112 -0.2418
Cl -0.2693 -2.1789 4.9580
C 0.3205 -0.5486 4.6224
Cl 2.0777 -0.4697 4.8456
Cl -0.4851 0.6353 5.6531
C 0.0285 -0.2308 3.2228
N -0.1939 0.0196 2.1260
*
```

Its HOMO energy is -11.997 eV. The energy above the lowest of the compared OMol25 structures with the same formula, charge and spin is 51.2 kJ/mol. The value obtained for the HOMO-LUMO gap is 7.1 eV.

Results of the natural (NBO) charge analysis, in e, for atoms 1 through 6: 0.94 0.26 0.26 0.04 -0.25 -0.12

# 3
Formula: C20H21FN6O2
Source: OMol25
Level of theory: the ωB97M-V functional and the def2-TZVPD basis

The geometry in ORCA input format:
```
! RIJCOSX wB97M-V def2-TZVPD def2/J DEFGRID3
* xyz 0 1
O -0.8938 -2.7704 -0.2534
F -0.9423 0.3778 -5.6417
N 3.2567 0.7800 2.8121
N -0.9260 0.8046 0.4222
N -2.0482 2.9617 1.9879
O -2.9932 0.7962 -0.8158
C -0.0626 -1.9280 -0.6678
C 2.0545 1.2391 2.8488
C 1.2734 0.9047 1.7114
C 2.1079 0.1366 0.9388
C -0.8232 2.4829 2.1724
C -2.1736 1.2825 0.1802
C -0.2149 1.3589 1.5174
C -2.7220 2.3266 0.9788
C 0.3935 -0.8113 -4.0914
C 0.5293 -1.4157 -2.8624
C -1.8488 -0.1449 -3.4859
C -0.8211 -0.2380 -4.4947
C -0.4474 -1.3249 -1.8905
C -1.6637 -0.6752 -2.1770
N -3.9751 2.8822 0.8315
N 3.2837 0.1524 1.6675
N 1.2880 -1.8455 -0.2432
C 1.8463 1.9030 4.1371
C 4.5110 -0.4981 1.3142
C 1.8431 -2.7622 0.7487
C 1.8569 -0.4598 -0.3652
C -4.0756 -1.2926 -1.7325
C -2.8024 -0.5688 -1.2160
H -0.2731 2.8846 2.9977
H 1.1925 -0.8444 -4.8201
H 1.5450 -1.7886 -2.7809
H -2.7546 0.3682 -3.6422
H -4.3622 2.8996 -0.1001
H -4.2291 3.5821 1.5138
H 2.7521 1.9283 4.7479
H 1.1366 1.3342 4.8085
H 1.4448 2.8812 4.0619
H 5.1493 -0.0064 0.5623
H 5.1809 -0.9028 2.1750
H 4.2308 -1.2940 0.7065
H 2.9100 -2.9451 0.4924
H 1.3939 -3.7421 0.7902
H 1.7243 -2.3589 1.7996
H 2.8817 -0.4880 -0.9168
H 1.2014 0.3350 -0.8054
H -3.7712 -2.2079 -2.2088
H -4.7207 -0.6741 -2.4662
H -4.8017 -1.5304 -0.9899
H -2.6410 -1.0841 -0.2568
*
```

Its HOMO energy is -7.802 eV. The structure (SMILES) is Cc1nn(C)c2c1-c1cnc(N)c(n1)O[C@@H](C)c1cc(F)ccc1C(=O)N(C)C2. The energy above the lowest of the compared OMol25 structures with the same formula, charge and spin is 152.5 kJ/mol. The value obtained for the HOMO-LUMO gap is 8.2 eV.

Results of the natural (NBO) charge analysis, in e, for atoms 1 through 6: -0.61 -0.30 -0.25 -0.45 -0.42 -0.51

# 4
Formula: C34H58N10OPSSi2Tb
Source: OMol25
Level of theory: the ωB97M-V functional and the def2-TZVPD basis

The geometry in ORCA input format:
```
! RIJCOSX wB97M-V def2-TZVPD def2/J DEFGRID3
* xyz 0 7
Tb -0.0096 -0.5139 -0.0132
C -0.9471 3.9228 1.6346
C -0.3211 2.6777 1.0580
N -0.9458 1.5116 1.0943
N -2.1316 1.4724 1.7683
C -2.5694 0.3170 2.1763
N -3.8076 0.3160 2.7764
S -1.8285 -1.2399 2.0766
C 1.0100 2.6933 0.5321
C 1.7968 3.8685 0.5188
C 3.0780 3.8398 0.0354
C 3.6057 2.6154 -0.4077
C 2.7920 1.5047 -0.3669
N 1.5284 1.5071 0.0621
H -1.9762 3.6908 1.9010
H -0.9415 4.7444 0.9169
H -0.4218 4.2563 2.5305
H -4.1228 1.2041 3.1363
H -3.9720 -0.4874 3.3639
H 1.3779 4.7876 0.8975
H 3.6754 4.7402 0.0053
H 4.6131 2.5473 -0.7829
H 3.1611 0.5369 -0.7015
C -0.4539 -3.1377 -3.3658
Si 0.7230 -1.8438 -2.4967
C 1.3674 -0.8589 -4.0659
C 2.2643 -2.9849 -2.1661
C 2.8262 -3.6458 -3.2564
C 4.0044 -4.3613 -3.1640
C 4.6621 -4.4083 -1.9499
C 4.0890 -3.8057 -0.8465
C 2.8821 -3.1157 -0.9155
Si 2.0522 -2.4710 0.7202
C 0.7984 -3.9316 1.0885
C 3.4627 -2.7746 2.0424
H 0.0633 -3.6804 -4.1537
H -1.3284 -2.6693 -3.8099
H -0.7977 -3.8745 -2.6441
H 1.7967 -1.5299 -4.8041
H 2.1454 -0.1528 -3.7848
H 0.5812 -0.2998 -4.5670
H 2.3356 -3.6032 -4.2183
H 4.4117 -4.8598 -4.0344
H 5.6073 -4.9235 -1.8553
H 4.6052 -3.8810 0.0954
H 1.2876 -4.7945 1.5337
H 0.3318 -4.2629 0.1626
H 0.0019 -3.6188 1.7635
H 3.8172 -3.8027 2.0203
H 3.1241 -2.5873 3.0564
H 4.3176 -2.1270 1.8580
C -4.3286 0.3492 -0.4860
N -4.4349 -0.8142 -1.3356
C -5.7491 -1.0697 -1.8674
C -3.4043 -1.6764 -1.4198
C -3.6639 -2.9714 -2.1511
O -2.2971 -1.4177 -0.9418
H -4.7740 1.2150 -0.9772
H -3.2743 0.5475 -0.2889
H -4.8403 0.1822 0.4648
H -6.2414 -0.1164 -2.0616
H -6.3665 -1.6254 -1.1588
H -5.6934 -1.6251 -2.7998
H -4.5937 -3.4328 -1.8261
H -2.8379 -3.6480 -1.9517
H -3.7100 -2.8027 -3.2274
C -0.1472 2.2371 -2.7333
C -0.2886 3.0493 -4.0432
N -1.6831 3.0670 -4.4647
C -2.1429 1.6978 -4.6577
C -2.0595 0.9255 -3.3227
N -1.4604 1.7657 -2.2800
C -2.3163 2.9404 -2.0884
C -2.4856 3.7015 -3.4275
H 0.2788 2.8552 -1.9414
H 0.4924 1.3647 -2.8760
H 0.3057 2.6096 -4.8478
H 0.0359 4.0852 -3.9110
H -1.5168 1.2404 -5.4270
H -3.1675 1.7294 -5.0386
H -1.4502 0.0273 -3.4213
H -3.0512 0.6311 -2.9800
H -1.8537 3.5691 -1.3259
H -3.2833 2.6095 -1.7103
H -2.1659 4.7434 -3.3405
H -3.5245 3.6942 -3.7692
C 2.1833 1.7784 5.4341
N 2.9887 0.7505 4.7990
C 2.8086 -0.5012 5.5161
N 1.4193 -0.9085 5.6401
C 0.6668 0.1674 6.2590
N 0.7766 1.4286 5.5442
C 0.1426 1.3626 4.2440
P 0.8737 0.0807 3.0681
C 2.6506 0.6085 3.3984
C 0.8481 -1.2861 4.3650
H 2.2752 2.7077 4.8648
H 2.5718 1.9422 6.4444
H 3.2148 -0.3754 6.5248
H 3.3670 -1.2872 5.0025
H 1.0510 0.3185 7.2727
H -0.3863 -0.1194 6.3217
H 0.2275 2.3441 3.7662
H -0.9221 1.1392 4.3806
H 2.8164 1.5698 2.8983
H 3.3141 -0.1309 2.9416
H 1.3824 -2.1574 3.9766
H -0.1975 -1.5761 4.5195
*
```

Its HOMO energy (alpha / beta) is -6.317 / -6.385 eV. The value obtained for the HOMO-LUMO gap (alpha / beta) is 5.4 / 5.5 eV.

Results of the Mulliken charge analysis, in e, for atoms 1 through 6: -1.13 -2.30 0.40 2.66 -1.65 0.39

# 5
Formula: C4H7Cl2NO
Source: OMol25
Level of theory: the ωB97M-V functional and the def2-TZVPD basis

The geometry in ORCA input format:
```
! RIJCOSX wB97M-V def2-TZVPD def2/J DEFGRID3
* xyz 0 1
C -1.8719 -0.2385 -1.3668
C -1.7779 -0.5521 1.1373
C 2.4227 0.1051 -0.7313
C -1.8018 0.1722 -0.1296
N 3.5801 -0.1050 -0.3900
O 3.9859 0.4144 0.7804
Cl 1.4060 1.1879 0.3053
Cl -2.1150 1.8973 0.0401
H -1.8162 -1.3714 -1.5990
H 3.2158 0.8202 1.2771
H -1.7704 0.2661 -2.3013
H -0.9347 -0.5341 1.8031
H -2.5062 -0.1416 1.7823
H -1.8651 -1.5755 1.0102
H 1.8486 -0.3449 -1.6177
*
```

Its HOMO energy is -9.700 eV. The structure (SMILES) is C=C(C)Cl.O/N=C\Cl. The energy above the lowest of the compared OMol25 structures with the same formula, charge and spin is 251.6 kJ/mol. The value obtained for the HOMO-LUMO gap is 10.4 eV.

Results of the natural (NBO) charge analysis, in e, for atoms 1 through 6: -0.42 -0.68 0.01 0.02 -0.09 -0.52

# 6
Formula: C4H5NOS
Source: OMol25
Level of theory: the ωB97M-V functional and the def2-TZVPD basis

The geometry in ORCA input format:
```
! RIJCOSX wB97M-V def2-TZVPD def2/J DEFGRID3
* xyz 0 1
C 1.1562 1.4084 -0.2758
C 1.7454 0.3125 0.1756
C 1.3055 -1.0535 0.0101
C -2.5894 -0.2762 0.1120
H 0.1988 1.3345 -0.7615
H 1.6250 2.3831 -0.1954
H 2.6916 0.3154 0.7132
H -3.0865 -1.2081 -0.1674
H -3.3101 0.4891 0.4231
N -1.3335 -0.1424 0.1295
O 2.0396 -2.0253 0.0418
S -0.4425 -1.5375 -0.2052
*
```

Its HOMO energy is -9.303 eV. The structure (SMILES) is C=CC(=O)SN=C. The energy above the lowest of the compared OMol25 structures with the same formula, charge and spin is 196.4 kJ/mol. The value obtained for the HOMO-LUMO gap is 9.5 eV.

Results of the natural (NBO) charge analysis, in e, for atoms 1 through 6: -0.27 -0.33 0.39 -0.06 0.22 0.21

# 7
Formula: C5H10N
Source: OMol25
Level of theory: the ωB97M-V functional and the def2-TZVPD basis

The geometry in ORCA input format:
```
! RIJCOSX wB97M-V def2-TZVPD def2/J DEFGRID3
* xyz 1 1
C -0.1796 2.2402 0.0928
C 0.4828 1.1110 0.2070
C 1.1224 -0.9903 -1.0541
C -0.3179 -0.6081 -1.4657
C -0.8361 -1.0454 1.7393
N 0.2974 -0.0910 -0.3384
H 0.0455 3.1010 0.6422
H -0.9266 2.4222 -0.7574
H 1.1494 0.9959 1.1230
H 1.1793 -1.9670 -0.5419
H 2.1119 -0.5848 -1.3312
H -0.6142 -0.0243 -2.3463
H -1.0824 -1.3911 -1.2761
H -0.5928 -0.1976 2.3624
H -1.6455 -1.1256 1.1626
H -0.1935 -1.8449 1.7817
*
```

Its HOMO energy (alpha / beta) is -14.126 / -13.350 eV. The energy above the lowest of the compared OMol25 structures with the same formula, charge and spin is 542.3 kJ/mol. The value obtained for the HOMO-LUMO gap (alpha / beta) is 8.9 / 6.2 eV.

Results of the natural (NBO) charge analysis, in e, for atoms 1 through 6: -0.30 -0.05 -0.21 -0.23 -0.19 -0.24

# 8
Formula: C23H21N4O4RhS2
Source: OMol25
Level of theory: the ωB97M-V functional and the def2-TZVPD basis

The geometry in ORCA input format:
```
! RIJCOSX wB97M-V def2-TZVPD def2/J DEFGRID3
* xyz 2 5
Rh -1.8961 -1.9982 1.1532
S 0.2897 -2.1234 1.1493
C 0.8460 -0.4608 1.1759
N 2.1605 -0.2240 1.3473
C 2.5541 1.1594 1.6114
C 1.7422 2.1017 0.7493
N 0.3117 1.8591 0.9554
C -0.5818 3.0124 0.7509
C -0.4477 3.5368 -0.6571
C -0.7818 2.7227 -1.7370
C -0.6480 3.1957 -3.0316
C -0.1791 4.4856 -3.2532
C 0.1535 5.2986 -2.1807
C 0.0238 4.8231 -0.8824
C -0.0827 0.5857 1.0854
S -1.8038 0.2007 1.1061
C 3.2413 -1.2122 1.1848
C 4.0122 -0.9013 -0.0742
C 3.3740 -0.9740 -1.3110
C 4.0732 -0.6842 -2.4710
C 5.4119 -0.3175 -2.3992
C 6.0498 -0.2441 -1.1693
C 5.3495 -0.5310 -0.0055
H 3.6119 1.2635 1.3807
H 2.3989 1.3617 2.6753
H 1.9775 1.9635 -0.3099
H 1.9546 3.1363 1.0125
H -0.2915 3.7745 1.4756
H -1.6000 2.7073 0.9794
H -1.1561 1.7171 -1.5684
H -0.9143 2.5653 -3.8693
H -0.0777 4.8563 -4.2640
H 0.5125 6.3043 -2.3519
H 0.2784 5.4629 -0.0451
H 2.8089 -2.2095 1.1647
H 3.8820 -1.1403 2.0648
H 2.3325 -1.2751 -1.3729
H 3.5813 -0.7538 -3.4318
H 5.9596 -0.0964 -3.3052
H 7.0943 0.0307 -1.1147
H 5.8528 -0.4858 0.9536
O -5.9334 -6.1195 1.2699
C -6.4908 -4.9680 1.2335
O -7.7181 -4.8376 1.2434
C -5.7088 -3.7111 1.2002
C -6.2033 -2.4149 1.1699
N -5.1493 -1.5950 1.1428
N -3.9915 -2.2723 1.1553
C -4.3107 -3.5624 1.1927
C -3.1800 -4.5497 1.2190
O -3.4204 -5.7426 1.2529
O -2.0052 -4.0218 1.2058
H -4.8934 -6.0665 1.2624
H -7.2169 -2.0459 1.1649
H -5.1560 -0.5862 1.1172
*
```

Its HOMO energy (alpha / beta) is -13.117 / -13.887 eV. The energy above the lowest of the compared OMol25 structures with the same formula, charge and spin is 8.4 kJ/mol. The value obtained for the HOMO-LUMO gap (alpha / beta) is 6.3 / 3.0 eV.

Results of the natural (NBO) charge analysis, in e, for atoms 1 through 6: 0.66 0.30 -0.04 -0.23 -0.25 -0.24

no.,total energy (eV),M (g mol⁻¹)
1,-19504.684,119.1
2,-270442.296,854.6
3,-36831.437,396.4
4,-111460.526,901.0
5,-32840.697,156.0
6,-18599.883,115.2
7,-6824.581,84.1
8,-63003.839,584.5